(1)
{
  "formula": "C33H43N8O",
  "method": "wB97M-V/def2-TZVPD",
  "gap_ha": 0.3041,
  "mol_weight_g_mol": 567.8,
  "energy_ha": -1796.10069,
  "de_lowest_kcal_mol": 145.8,
  "charge": -1,
  "symbols": ["O", "N", "N", "N", "N", "N", "N", "N", "N", "C", "C", "C", "C", "C", "C", "C", "C", "C", "C", "C", "C", "C", "C", "C", "C", "C", "C", "C", "C", "C", "C", "C", "C", "C", "C", "C", "C", "C", "C", "C", "C", "C", "H", "H", "H", "H", "H", "H", "H", "H", "H", "H", "H", "H", "H", "H", "H", "H", "H", "H", "H", "H", "H", "H", "H", "H", "H", "H", "H", "H", "H", "H", "H", "H", "H", "H", "H", "H", "H", "H", "H", "H", "H", "H", "H"],
  "positions_angstrom": [[23.399, 41.009, 33.161], [22.854, 37.945, 36.826], [23.007, 38.303, 33.593], [23.648, 39.511, 30.548], [28.036, 42.106, 30.295], [20.994, 41.758, 34.588], [21.790, 42.652, 37.520], [23.725, 43.194, 31.532], [26.033, 38.665, 37.272], [26.772, 37.668, 38.039], [21.695, 36.645, 34.042], [24.438, 41.229, 34.105], [23.861, 37.317, 33.606], [23.541, 43.082, 38.799], [22.841, 38.559, 30.195], [21.198, 42.659, 38.802], [28.030, 37.638, 37.556], [29.048, 41.210, 30.078], [23.261, 39.108, 38.689], [19.281, 42.339, 35.615], [24.590, 39.818, 29.583], [23.208, 37.585, 39.037], [29.456, 40.707, 31.308], [23.672, 44.624, 29.969], [20.911, 43.126, 34.229], [24.545, 44.167, 31.969], [23.157, 39.218, 37.355], [24.505, 45.221, 31.016], [23.104, 43.335, 30.383], [21.616, 37.950, 33.776], [22.164, 42.873, 39.701], [24.433, 38.884, 28.563], [28.003, 38.461, 36.252], [23.010, 36.918, 37.705], [20.059, 41.252, 35.514], [19.711, 43.490, 34.838], [23.212, 42.860, 37.531], [26.882, 39.023, 36.187], [23.202, 38.147, 28.912], [23.175, 36.206, 33.967], [28.488, 41.180, 32.387], [27.672, 42.153, 31.709], [23.118, 39.272, 33.406], [24.476, 43.437, 39.263], [20.704, 38.601, 33.793], [22.601, 37.823, 35.787], [22.069, 38.047, 30.707], [23.945, 35.283, 33.998], [27.434, 42.770, 29.494], [23.735, 43.103, 36.669], [26.802, 42.760, 32.052], [21.536, 43.549, 33.729], [20.140, 42.522, 38.955], [25.196, 40.595, 29.708], [22.249, 42.971, 40.783], [26.530, 39.743, 35.390], [21.384, 42.484, 36.719], [20.685, 35.874, 34.291], [23.271, 39.979, 36.707], [23.420, 45.065, 29.080], [25.086, 40.294, 34.250], [18.220, 42.394, 36.034], [29.339, 40.980, 29.013], [25.052, 39.154, 27.683], [28.296, 40.790, 33.377], [23.601, 39.976, 31.452], [21.647, 40.971, 34.288], [20.205, 40.093, 35.871], [22.302, 42.686, 29.848], [22.678, 35.993, 37.316], [23.432, 42.430, 32.244], [28.753, 38.598, 35.650], [24.904, 46.203, 31.021], [25.030, 44.010, 32.989], [25.252, 41.858, 33.866], [30.096, 39.785, 31.519], [28.825, 36.945, 37.621], [26.179, 37.262, 38.853], [25.150, 38.570, 37.471], [24.958, 37.677, 33.691], [22.344, 37.624, 28.351], [19.352, 44.640, 34.659], [23.387, 39.980, 39.355], [24.397, 41.719, 35.056], [23.285, 37.073, 39.950]]
}

=====

(2)
{
  "formula": "C33H43NO3",
  "method": "wB97M-V/def2-TZVPD",
  "gap_ha": 0.2010,
  "mol_weight_g_mol": 501.7,
  "energy_ha": -1563.62627,
  "de_lowest_kcal_mol": 2.8,
  "charge": 0,
  "symbols": ["O", "O", "O", "N", "C", "C", "C", "C", "C", "C", "C", "C", "C", "C", "C", "C", "C", "C", "C", "C", "C", "C", "C", "C", "C", "C", "C", "C", "C", "C", "C", "C", "C", "C", "C", "C", "C", "H", "H", "H", "H", "H", "H", "H", "H", "H", "H", "H", "H", "H", "H", "H", "H", "H", "H", "H", "H", "H", "H", "H", "H", "H", "H", "H", "H", "H", "H", "H", "H", "H", "H", "H", "H", "H", "H", "H", "H", "H", "H", "H"],
  "positions_angstrom": [[1.572, -2.450, -0.007], [-1.831, -0.866, 2.274], [-0.158, -1.761, -1.306], [-1.634, 3.356, -1.773], [0.130, 2.351, -0.712], [3.403, 0.877, -0.883], [-2.754, -4.721, 1.012], [0.097, -0.915, 0.954], [2.446, 1.670, -0.201], [4.773, 1.147, -0.808], [2.931, 2.859, 0.404], [-3.469, -2.709, -0.386], [0.787, -1.492, 2.165], [2.455, -2.819, -1.096], [-0.767, 1.332, -2.943], [-2.323, 4.941, 0.078], [3.443, -3.877, -0.662], [-0.835, -3.622, 2.330], [-2.886, -0.264, -0.789], [5.240, 2.370, -0.290], [6.695, 2.769, -0.378], [-3.709, -3.524, 0.878], [0.583, -3.033, 2.449], [-0.176, 3.681, 1.485], [-1.273, -0.514, 1.210], [-0.737, 2.340, -1.874], [-2.123, 0.382, 0.326], [-2.043, 5.272, 1.418], [4.286, 3.215, 0.316], [0.454, -1.710, -0.236], [-2.680, 3.609, -2.768], [1.038, 1.321, -0.355], [-1.472, 4.029, -0.546], [-3.969, -1.260, -0.287], [-0.378, 3.425, 0.134], [-1.241, -4.383, 1.073], [-0.966, 4.668, 2.097], [-0.705, -5.348, 1.018], [1.855, -3.171, -1.940], [-3.372, 0.512, -1.401], [-3.971, -3.198, -1.239], [0.032, 0.607, -2.761], [-0.625, 1.818, -3.919], [-4.225, -0.990, 0.752], [0.427, -0.956, 3.053], [-2.812, 0.933, 0.983], [2.219, 3.520, 0.882], [1.867, -1.315, 2.080], [-0.970, -4.313, 3.183], [-2.213, 3.728, -3.762], [1.294, -3.633, 1.862], [-3.029, -5.269, 1.925], [-4.744, -3.896, 0.841], [3.918, -3.702, 0.312], [3.028, 0.095, -1.544], [-2.923, -5.396, 0.158], [-3.198, 4.534, -2.488], [-4.884, -1.139, -0.900], [2.994, -1.909, -1.373], [4.245, -3.899, -1.407], [-1.526, -2.785, 2.498], [-3.414, 2.777, -2.819], [6.965, 3.324, -1.292], [4.612, 4.188, 0.693], [-1.711, 0.756, -2.967], [-1.426, 1.082, -0.104], [2.995, -4.876, -0.660], [5.493, 0.432, -1.213], [6.961, 3.424, 0.465], [-2.399, -2.706, -0.639], [0.849, 0.374, -0.854], [-3.139, 5.401, -0.484], [0.870, -3.147, 3.511], [0.548, 3.084, 2.047], [-2.655, 6.018, 1.933], [-0.759, 4.951, 3.130], [7.347, 1.887, -0.376], [-2.161, -0.786, -1.425], [-0.931, -3.828, 0.167], [-3.634, -2.877, 1.767]]
}

=====

(3)
{
  "formula": "C33H44AsCsN3OPSSi2",
  "method": "wB97M-V/def2-TZVPD",
  "gap_ha": 0.1378,
  "mol_weight_g_mol": 825.8,
  "energy_ha": -5097.83708,
  "de_lowest_kcal_mol": 15.1,
  "charge": -2,
  "symbols": ["Cs", "As", "S", "P", "Si", "Si", "O", "N", "N", "N", "C", "C", "C", "C", "C", "C", "C", "C", "C", "C", "C", "C", "C", "C", "C", "C", "C", "C", "C", "C", "C", "C", "C", "C", "C", "C", "C", "C", "C", "C", "C", "C", "C", "H", "H", "H", "H", "H", "H", "H", "H", "H", "H", "H", "H", "H", "H", "H", "H", "H", "H", "H", "H", "H", "H", "H", "H", "H", "H", "H", "H", "H", "H", "H", "H", "H", "H", "H", "H", "H", "H", "H", "H", "H", "H", "H", "H"],
  "positions_angstrom": [[-1.706, 1.999, -0.133], [-2.487, -0.431, -4.653], [3.834, -2.697, 0.520], [0.100, 1.910, 2.982], [-3.148, -2.465, -3.804], [-1.323, -1.267, -6.450], [-3.003, 1.511, 2.128], [0.767, -0.696, -3.081], [2.605, -0.521, -0.232], [1.615, -2.488, -1.013], [3.713, 1.503, 5.335], [-0.758, 2.949, 4.289], [3.951, 1.179, 0.932], [-0.188, -2.668, 3.737], [2.457, 3.304, 3.679], [0.843, -2.132, 2.976], [3.668, 3.641, 4.265], [-1.041, -0.451, 4.106], [-0.371, 3.707, 5.389], [-3.071, 3.662, 4.563], [-0.016, 0.102, 3.345], [-1.341, 4.446, 6.054], [2.561, -1.812, -0.334], [4.309, 2.732, 5.098], [-2.055, 1.957, 2.752], [4.455, -1.172, 1.090], [5.520, -0.925, 1.942], [0.928, -0.761, 2.792], [-4.102, 3.456, -1.826], [-0.244, -2.820, -6.222], [-0.131, 0.075, -7.064], [-1.126, -1.823, 4.307], [-2.393, -1.689, -7.960], [-2.099, 2.909, 3.920], [-2.679, 4.435, 5.646], [5.797, 0.390, 2.281], [-1.813, -3.441, -2.865], [2.486, 1.191, 4.758], [1.824, 2.082, 3.915], [3.668, -0.135, 0.567], [-4.518, -2.166, -2.539], [-3.868, -3.705, -5.052], [5.012, 1.429, 1.782], [0.625, -2.625, -5.591], [-4.061, 2.993, -2.820], [-4.232, 4.540, -1.952], [-3.029, -0.842, -8.222], [-2.160, -4.450, -2.619], [-4.266, -4.583, -4.534], [-1.937, -2.227, 4.901], [5.213, 2.446, 2.091], [-1.772, -1.948, -8.825], [-5.350, -1.625, -2.990], [4.120, 4.606, 4.061], [1.222, -0.790, -3.983], [1.735, -3.478, -1.135], [0.663, 3.737, 5.714], [-1.056, 5.055, 6.905], [-0.658, 1.026, -7.153], [-0.223, -0.522, -3.306], [1.152, -1.962, -1.789], [1.580, -2.779, 2.517], [-1.559, -2.931, -1.933], [6.109, -1.738, 2.347], [0.293, -0.177, -8.041], [-3.408, 5.026, 6.190], [-4.992, 3.074, -1.307], [3.313, 1.977, 0.577], [-4.890, -3.112, -2.134], [6.610, 0.609, 2.962], [-3.051, -2.532, -7.743], [0.689, 0.229, -6.360], [-1.789, 0.194, 4.552], [1.145, 0.143, -2.647], [-0.804, -3.628, -5.753], [-0.263, -3.741, 3.875], [-4.155, -1.560, -1.707], [0.112, -3.177, -7.194], [5.266, 2.975, 5.547], [-4.103, 3.630, 4.234], [1.974, 4.017, 3.014], [1.739, -0.347, 2.206], [-0.896, -3.521, -3.448], [4.203, 0.778, 5.976], [-3.113, -4.047, -5.762], [2.041, 0.227, 4.979], [-4.671, -3.242, -5.626]]
}

=====

(4)
{
  "formula": "C33H44AuN2O3PS2Te",
  "method": "wB97M-V/def2-TZVPD",
  "gap_ha": 0.2332,
  "mol_weight_g_mol": 936.4,
  "energy_ha": -3160.11017,
  "de_lowest_kcal_mol": 0.0,
  "charge": 2,
  "symbols": ["Au", "Te", "S", "S", "P", "O", "O", "O", "N", "N", "C", "C", "C", "C", "C", "C", "C", "C", "C", "C", "C", "C", "C", "C", "C", "C", "C", "C", "C", "C", "C", "C", "C", "C", "C", "C", "C", "C", "C", "C", "C", "C", "C", "H", "H", "H", "H", "H", "H", "H", "H", "H", "H", "H", "H", "H", "H", "H", "H", "H", "H", "H", "H", "H", "H", "H", "H", "H", "H", "H", "H", "H", "H", "H", "H", "H", "H", "H", "H", "H", "H", "H", "H", "H", "H", "H", "H"],
  "positions_angstrom": [[-0.291, -0.808, -0.616], [-0.789, 2.458, 0.644], [-0.254, 0.575, 2.125], [1.896, -0.162, -0.541], [-3.364, -0.210, -0.680], [-4.713, -0.845, -1.258], [-2.282, -1.506, -0.833], [-3.614, -0.412, 0.898], [3.647, 0.128, 1.365], [2.007, 1.621, 3.013], [-1.699, -3.846, -1.057], [7.404, 2.425, -0.994], [4.674, -0.518, 0.515], [2.574, 2.177, 6.399], [2.154, -0.547, 6.747], [3.449, 1.922, 2.961], [-2.654, -2.872, -0.422], [1.606, 5.477, 2.627], [1.654, 0.092, 5.624], [-4.718, 0.293, 1.533], [1.468, 0.883, 2.094], [7.865, 1.401, -0.182], [2.863, 0.177, 7.699], [1.147, 4.522, 1.723], [1.342, 6.935, 4.662], [-0.899, 4.316, 3.062], [-0.395, 5.278, 3.924], [6.979, 0.449, 0.304], [-5.832, -0.668, 1.864], [-0.110, 3.935, 1.959], [0.851, 5.871, 3.726], [4.173, 0.657, 2.627], [5.172, 1.542, -0.848], [-4.697, -1.751, -3.519], [6.056, 2.495, -1.326], [-2.245, 3.713, 3.352], [-5.097, -0.592, -2.640], [5.632, 0.513, -0.028], [1.321, 2.152, 4.226], [3.069, 1.537, 7.529], [2.385, 0.278, 1.023], [2.006, 4.206, 0.525], [1.865, 1.457, 5.445], [-2.658, 4.125, 4.271], [-6.629, -0.139, 2.387], [3.746, 2.291, 3.939], [-3.679, -3.021, -0.755], [2.984, 4.676, 0.626], [-6.175, -0.453, -2.618], [1.557, 4.580, -0.397], [2.568, 5.945, 2.452], [5.700, 3.286, -1.974], [7.344, -0.355, 0.934], [2.146, 3.132, 0.376], [-5.040, -1.572, -4.539], [4.167, -1.077, -0.265], [5.233, 0.858, 2.479], [-0.992, 5.583, 4.776], [4.057, -0.093, 3.415], [-2.952, 3.913, 2.546], [2.407, 7.121, 4.537], [-2.184, 2.628, 3.465], [-2.624, -2.901, 0.666], [1.526, 3.223, 4.245], [8.915, 1.339, 0.071], [1.983, -1.605, 6.889], [-6.245, -1.110, 0.959], [1.081, -0.473, 4.895], [-1.727, -3.774, -2.144], [1.151, 6.667, 5.701], [-5.469, -1.465, 2.512], [-5.065, 1.095, 0.875], [0.815, 7.872, 4.470], [-0.675, -3.680, -0.714], [-4.299, 0.748, 2.430], [-1.982, -4.860, -0.776], [-4.637, 0.342, -2.972], [2.728, 3.242, 6.269], [0.256, 1.997, 4.099], [3.609, 2.698, 2.210], [4.126, 1.588, -1.133], [-5.151, -2.678, -3.168], [3.248, -0.322, 8.579], [8.094, 3.165, -1.376], [5.199, -1.220, 1.166], [-3.613, -1.873, -3.544], [3.612, 2.102, 8.274]]
}

=====

(5)
{
  "formula": "C33H44BrN4O6Si4Ta",
  "method": "wB97M-V/def2-TZVPD",
  "gap_ha": 0.2066,
  "mol_weight_g_mol": 965.9,
  "energy_ha": -5743.08217,
  "de_lowest_kcal_mol": 0.0,
  "charge": 2,
  "symbols": ["Ta", "Br", "Si", "Si", "Si", "Si", "O", "O", "O", "O", "O", "O", "N", "N", "N", "N", "C", "C", "C", "C", "C", "C", "C", "C", "C", "C", "C", "C", "C", "C", "C", "C", "C", "C", "C", "C", "C", "C", "C", "C", "C", "C", "C", "C", "C", "C", "C", "C", "C", "H", "H", "H", "H", "H", "H", "H", "H", "H", "H", "H", "H", "H", "H", "H", "H", "H", "H", "H", "H", "H", "H", "H", "H", "H", "H", "H", "H", "H", "H", "H", "H", "H", "H", "H", "H", "H", "H", "H", "H", "H", "H", "H", "H"],
  "positions_angstrom": [[0.113, 0.406, 0.213], [-2.295, 3.079, -6.397], [-2.357, 1.300, 2.838], [0.656, -4.002, 2.637], [-2.990, -2.896, 0.989], [-0.840, -2.289, 1.864], [-1.438, 0.163, -0.978], [-2.621, -0.707, -2.651], [0.096, 2.286, 0.824], [3.764, -1.733, 0.257], [2.103, -0.296, 0.674], [-1.375, 0.361, 1.726], [1.368, 1.584, -1.239], [1.907, 6.440, -3.583], [2.260, 6.283, -2.410], [0.474, -1.280, -0.935], [-2.596, -4.077, -0.415], [2.614, 3.369, -2.993], [-4.041, -1.430, 0.490], [-0.432, -1.604, -1.965], [-3.773, -3.840, 2.404], [1.131, 5.194, -5.460], [0.472, 4.643, 0.435], [-1.021, 4.156, -5.514], [-0.389, 5.464, -3.605], [1.116, -4.996, 1.118], [-3.538, 2.130, 1.673], [-1.502, -0.756, -1.925], [0.202, 4.407, -6.120], [-1.333, 4.706, -4.279], [2.676, 2.012, -3.193], [1.885, 3.874, -1.899], [1.066, -3.344, -2.756], [-3.118, -0.017, 3.914], [1.045, 5.606, -0.429], [-1.342, 2.502, 3.831], [2.033, -2.928, -1.778], [1.306, 2.932, -1.035], [0.603, 3.322, 0.122], [-0.344, -5.019, 3.844], [0.857, 5.674, -4.184], [-0.339, -0.567, 2.142], [0.566, -0.088, 3.262], [1.716, -1.913, -0.943], [2.023, 1.150, -2.308], [2.171, -3.279, 3.466], [2.562, -1.279, 0.046], [-0.108, -2.675, -2.857], [1.684, 5.247, -1.582], [-4.090, -3.189, 3.220], [3.217, 1.593, -4.029], [-3.017, 2.468, 0.774], [-4.745, -1.195, 1.290], [-0.642, 5.901, -2.650], [4.234, -1.185, 0.911], [1.939, -2.644, 4.319], [-0.559, 2.973, 3.237], [0.416, 4.012, -7.103], [-0.058, 4.952, 1.325], [-3.482, -0.530, 0.244], [-1.189, -5.519, 3.371], [-3.508, -4.253, -0.990], [0.827, 0.967, 3.149], [-3.984, 3.011, 2.139], [2.814, -2.727, 2.778], [1.494, -0.655, 3.242], [-3.735, -0.701, 3.329], [-2.013, 3.293, 4.174], [-0.713, -4.438, 4.691], [3.124, 4.047, -3.663], [2.078, 5.438, -5.925], [0.245, -5.466, 0.659], [-0.817, -2.948, -3.630], [-0.889, 2.052, 4.715], [1.307, -4.152, -3.430], [-2.312, 4.547, -3.850], [0.948, 6.656, -0.189], [2.041, 0.082, -2.478], [-4.669, -4.327, 2.009], [0.116, -0.215, 4.249], [-2.270, -5.041, -0.018], [-4.629, -1.705, -0.389], [-1.828, -3.719, -1.101], [-2.603, -1.338, -3.382], [1.610, -4.387, 0.361], [-3.137, -4.623, 2.815], [-4.346, 1.468, 1.363], [-2.363, -0.595, 4.454], [3.009, -3.391, -1.724], [1.809, -5.792, 1.403], [0.308, -5.799, 4.246], [2.756, -4.124, 3.840], [-3.763, 0.436, 4.670]]
}